(1)
C34H63CsN10O3S2Si3 | ωB97M-V/def2-TZVPD

Structure (ORCA input):
```
! RIJCOSX wB97M-V def2-TZVPD def2/J DEFGRID3
* xyz -2 1
Cs -0.139 -2.222 -0.643
S 5.767 4.228 3.170
S -4.001 -0.346 -2.994
Si 0.603 -0.118 -4.341
Si 2.735 0.647 -2.363
Si 0.216 2.292 -2.564
O -1.435 2.111 -2.188
O -1.885 -4.571 -0.212
O 1.565 -1.309 1.689
N -0.688 0.217 2.595
N -2.663 -0.152 -0.667
N -2.800 0.917 2.021
N 5.227 1.796 2.307
N -6.063 -0.585 -1.485
N 4.427 2.221 4.343
N -4.988 -0.458 -0.643
N 1.162 -3.421 2.646
N -0.012 -3.694 1.954
N -1.374 2.234 3.453
C -2.073 -4.995 2.138
C 3.166 -2.297 3.137
C 4.202 -1.583 5.218
C 3.815 1.941 -3.227
C -6.669 -0.434 -3.863
C -2.352 3.345 3.509
C 0.657 -2.029 -4.464
C 4.369 -2.871 2.775
C -3.154 3.395 2.242
C -2.362 3.233 -2.171
C 5.394 -2.167 4.794
C -0.367 -5.210 3.947
C 1.032 0.789 -2.807
C -3.872 -0.345 -1.291
C -3.769 1.998 1.917
C -1.674 1.141 2.637
C -2.539 -4.850 0.833
C 0.864 3.439 -1.264
C 0.351 0.268 3.644
C -5.742 -0.435 -2.698
C 1.870 -2.359 2.354
C 1.008 1.647 3.643
C -0.779 -4.620 2.586
C 3.097 -1.682 4.415
C 5.464 -2.890 3.664
C -1.184 -0.025 -5.198
C -6.200 -1.420 -4.930
C 5.071 2.725 3.249
C -4.089 -4.896 0.605
C 3.450 -0.997 -2.882
C -0.055 2.723 3.877
C 0.177 3.387 -4.109
C 1.575 0.473 -5.896
C 3.219 0.829 -0.517
H -0.201 -2.492 -3.980
H -4.279 -3.836 0.377
H 0.229 4.341 -1.064
H 1.479 1.724 2.683
H 2.590 0.257 0.192
H -2.923 3.302 -3.105
H 4.539 -1.000 -2.637
H 6.246 -3.626 3.510
H 4.242 0.544 -0.306
H 4.367 -3.404 1.831
H 4.065 2.938 4.987
H -3.916 4.212 2.363
H 3.348 -1.129 -3.953
H 1.102 -0.434 3.392
H -4.065 2.095 0.844
H 1.002 2.859 -0.362
H -4.679 1.803 2.535
H -5.979 -2.347 -4.494
H 0.638 -2.082 -5.542
H 1.422 1.561 -5.992
H -2.640 -0.099 0.389
H -1.588 0.933 -5.364
H -7.700 -0.610 -3.560
H -5.287 -1.052 -5.393
H 3.693 1.799 -4.307
H -7.072 -1.597 -5.641
H 6.233 -2.127 5.482
H 3.074 1.905 -0.291
H 1.596 -2.500 -4.139
H 3.928 1.352 4.341
H -0.380 4.332 -3.973
H 1.254 0.033 -6.815
H -2.465 3.606 1.373
H -0.159 2.929 4.951
H 0.129 3.596 3.250
H -4.350 -5.450 -0.257
H 2.641 0.128 -5.719
H -6.649 0.549 -4.354
H 4.654 0.967 2.153
H 2.191 -1.410 4.861
H -0.181 2.922 -5.003
H 2.923 -1.883 -2.492
H -1.857 -0.611 -4.624
H 0.024 -0.054 4.631
H -0.910 -0.697 2.353
H -1.968 0.417 -1.238
H 1.254 3.582 -4.292
H -1.852 4.298 3.715
H -1.066 -0.544 -6.152
H 1.747 1.714 4.413
H -2.765 -5.413 2.923
H 1.867 3.752 -1.553
H 4.887 1.797 -2.915
H -3.095 2.966 -1.406
H 5.673 2.141 1.445
H -1.934 4.220 -1.911
H 0.711 -5.169 4.136
H -4.667 -5.261 1.454
H -2.981 3.243 4.412
H -0.922 -4.666 4.748
H 3.682 2.988 -3.033
H 4.228 -1.067 6.194
H -0.687 -6.259 3.986
*
```

Values from the calculation:
HOMO energy = -1.081 eV
relative energy (zero: lowest compared OMol25 entry of this formula, charge and spin) = 26.6 kcal/mol
HOMO-LUMO gap = 4.702 eV
E_tot = -103178.850 eV

=====

(2)
C5H13NOS | ωB97M-V/def2-TZVPD

Structure (ORCA input):
```
! RIJCOSX wB97M-V def2-TZVPD def2/J DEFGRID3
* xyz 0 1
S 2.514 0.747 -0.091
O -3.605 1.108 0.065
N -1.327 0.308 0.064
C 0.398 -1.731 -0.397
C 0.877 -1.397 1.059
C -0.303 -0.532 -1.081
C 1.491 0.002 1.216
C -2.501 0.636 -0.699
H 1.317 -1.888 -0.973
H 0.655 0.696 1.324
H -2.780 -0.308 -1.198
H 2.068 0.119 2.151
H 3.636 0.225 0.437
H 0.397 0.051 -1.701
H -0.207 -2.634 -0.521
H -3.418 1.130 1.010
H -0.047 -1.270 1.639
H -2.467 1.382 -1.506
H 1.409 -2.243 1.506
H -1.056 -0.957 -1.778
H -0.436 0.571 -0.488
*
```

Values from the calculation:
HOMO energy = -9.092 eV
relative energy (zero: lowest compared OMol25 entry of this formula, charge and spin) = 107.8 kcal/mol
HOMO-LUMO gap = 9.809 eV
E_tot = -19764.426 eV

=====

For reference, strongest force on any atom by record: 0.056, 0.094 hartree/bohr.